# 1
{
  "formula": "C5H9NO",
  "method": "ωB97M-V/def2-TZVPD",
  "symbols": ["C", "C", "H", "H", "H", "H", "H", "H", "O", "C", "C", "N", "H", "H", "C", "H"],
  "xyz": [[-0.37049, -0.42635, -0.53241], [0.70090, 0.45814, 0.10356], [0.75087, 1.42163, -0.41621], [-2.61558, -0.82109, -1.81034], [-0.21186, -0.52903, -1.61722], [2.08022, -1.12948, 0.68568], [2.41559, -0.43587, -0.90977], [-0.30590, -1.43584, -0.10064], [0.56169, 1.78061, 2.11464], [2.08663, -0.19669, 0.10717], [0.30301, 0.75265, 1.53876], [-1.68022, 0.12096, -0.20108], [-3.65245, 0.22204, -0.65641], [-0.21475, -0.08242, 2.06104], [-2.67155, -0.17438, -0.92381], [2.82388, 0.47512, 0.55704]],
  "lowdin_charge": [-0.23, -0.35, 0.15, 0.08, 0.12, 0.08, 0.08, 0.13, 0.06, -0.06, -0.26, -0.02, 0.07, 0.13, -0.05, 0.08],
  "e_lumo_ev": 0.944,
  "multiplicity": 1,
  "total_energy_ev": -8867.3941,
  "homo_energy_ev": -9.464,
  "e_above_lowest_kcal_mol": 41.9
}

---

# 2
{
  "formula": "C2H5N2",
  "method": "ωB97M-V/def2-TZVPD",
  "symbols": ["H", "N", "H", "H", "H", "C", "N", "C", "H"],
  "xyz": [[-1.95828, 0.26582, 0.18566], [0.96383, 0.09752, -0.04516], [-0.09994, -1.64500, -0.88549], [0.22405, 2.17712, -0.03942], [1.94175, 0.45800, 0.11550], [-0.08616, -0.92482, -0.04050], [-1.01193, 0.20114, -0.07107], [0.04377, 1.05168, 0.00546], [-0.01709, -1.68145, 0.77503]],
  "lowdin_charge": [0.15, 0.10, 0.16, 0.20, 0.21, -0.08, 0.13, -0.02, 0.16],
  "e_lumo_ev": -4.421,
  "multiplicity": 1,
  "total_energy_ev": -5126.4872,
  "homo_energy_ev": -16.232,
  "e_above_lowest_kcal_mol": 12.9,
  "charge": 1
}

---

# 3
{
  "formula": "C4H4N2OS",
  "method": "ωB97M-V/def2-TZVPD",
  "symbols": ["H", "C", "C", "H", "N", "H", "C", "S", "C", "H", "O", "N"],
  "xyz": [[-0.96616, 1.83476, 0.18804], [1.22425, 0.29224, -0.02545], [1.31097, 1.72636, -0.11398], [0.02488, -1.99128, 0.86136], [1.34091, 2.87676, 0.00400], [-1.45647, -1.58686, 0.04494], [-0.37328, -1.52885, -0.05470], [2.52191, -0.65966, -0.00036], [-1.22575, 0.77118, 0.04273], [0.07639, -1.97140, -0.88773], [-2.36081, 0.34390, -0.05095], [-0.11686, -0.10716, -0.00789]],
  "lowdin_charge": [0.13, -0.80, -0.25, 0.10, 0.19, 0.09, -0.06, 0.81, -0.23, 0.07, 0.06, -0.12],
  "e_lumo_ev": -1.392,
  "multiplicity": 1,
  "total_energy_ev": -20074.6954,
  "homo_energy_ev": -9.915,
  "e_above_lowest_kcal_mol": 23.9
}